{
  "formula": "C26H30Cl3FeGe2N4S2Te",
  "method": "wB97M-V/def2-TZVPD",
  "e_above_lowest_kj_mol": 0.0,
  "homo_ev": [-8.547, -8.603],
  "orbital_gap_ev": [7.76, 6.07],
  "spin_multiplicity": 6,
  "s_squared": 8.774,
  "species": ["Fe", "C", "C", "C", "C", "C", "C", "C", "C", "C", "S", "C", "N", "H", "H", "H", "H", "H", "H", "H", "H", "Cl", "Ge", "Cl", "Cl", "C", "C", "C", "C", "Ge", "C", "C", "C", "C", "H", "H", "H", "H", "H", "H", "H", "H", "H", "H", "H", "H", "H", "H", "H", "H", "H", "H", "H", "N", "C", "C", "C", "N", "C", "N", "Te", "C", "C", "C", "C", "S", "H", "H", "H"],
  "positions_angstrom": [[1.42, 0.17, -0.34], [0.63, 0.01, -3.73], [-0.45, -0.66, -2.95], [-1.56, -1.16, -3.67], [-2.57, -1.79, -3.02], [-2.50, -1.93, -1.61], [-3.52, -2.57, -0.87], [-3.43, -2.67, 0.49], [-2.32, -2.11, 1.16], [-1.33, -1.48, 0.46], [0.01, -0.72, 1.32], [-1.38, -1.39, -0.96], [-0.36, -0.77, -1.64], [0.88, -0.59, -4.61], [1.53, 0.17, -3.15], [0.27, 0.98, -4.09], [-1.59, -1.02, -4.74], [-3.43, -2.18, -3.55], [-4.37, -2.98, -1.40], [-4.21, -3.16, 1.05], [-2.26, -2.17, 2.24], [3.38, 0.91, 0.67], [3.09, -0.38, 2.83], [5.12, 0.04, 3.57], [3.51, -2.39, 1.85], [0.39, 3.05, 5.17], [-0.57, 3.74, 4.21], [-0.03, 3.84, 2.78], [0.41, 2.51, 2.16], [-1.04, 1.21, 2.06], [-2.48, 1.71, 0.84], [-3.71, 2.21, 1.60], [-4.83, 2.66, 0.65], [-4.46, 3.88, -0.18], [0.04, 3.12, 6.20], [1.38, 3.51, 5.13], [0.51, 1.99, 4.93], [-0.77, 4.75, 4.57], [-1.53, 3.22, 4.22], [0.84, 4.50, 2.78], [-0.77, 4.32, 2.14], [1.23, 2.06, 2.72], [0.77, 2.70, 1.15], [-1.59, 0.85, 3.45], [-2.74, 0.86, 0.21], [-2.09, 2.48, 0.18], [-3.44, 3.04, 2.25], [-4.09, 1.41, 2.25], [-5.72, 2.88, 1.25], [-5.09, 1.83, -0.01], [-4.11, 4.70, 0.46], [-5.32, 4.24, -0.74], [-3.68, 3.66, -0.90], [0.80, 1.81, -1.30], [0.04, 2.63, -1.62], [-0.96, 3.44, -2.11], [-1.91, 2.78, -2.93], [-2.64, 2.16, -3.57], [-1.05, 4.82, -1.78], [-1.13, 5.94, -1.51], [2.84, -2.18, -1.49], [3.93, -1.20, -2.93], [4.24, 0.14, -2.97], [5.04, 0.49, -4.08], [5.33, -0.59, -4.87], [4.65, -2.03, -4.26], [3.92, 0.85, -2.22], [5.39, 1.49, -4.29], [5.91, -0.61, -5.78]]
}

=====

{
  "formula": "C4H11N3O2",
  "method": "wB97M-V/def2-TZVPD",
  "e_above_lowest_kj_mol": 272.2,
  "homo_ev": -8.859,
  "orbital_gap_ev": 9.69,
  "species": ["C", "C", "N", "N", "N", "H", "H", "H", "H", "H", "H", "H", "H", "C", "C", "O", "O", "H", "H", "H"],
  "positions_angstrom": [[0.76, 2.40, -1.15], [0.23, 1.23, 0.94], [0.25, 1.14, -0.49], [0.44, 2.57, 1.53], [0.04, 0.20, 1.67], [0.66, 0.32, -0.99], [1.82, 2.48, -1.25], [0.72, 3.17, -0.40], [-0.32, 3.27, 1.35], [0.62, 2.59, 2.54], [-1.56, -0.98, 0.62], [-0.30, 0.20, 2.60], [0.20, 2.84, -1.95], [-0.43, -3.68, -0.86], [-0.62, -2.22, -0.39], [-0.01, -1.39, -1.12], [-1.35, -1.86, 0.65], [-1.05, -3.81, -1.86], [-0.79, -4.46, -0.23], [0.66, -4.01, -1.22]]
}

=====

{
  "formula": "C18H42NO3SSi2",
  "method": "wB97M-V/def2-TZVPD",
  "total_charge": 1,
  "homo_ev": -11.197,
  "orbital_gap_ev": 8.77,
  "species": ["C", "Si", "C", "C", "C", "C", "O", "O", "C", "S", "C", "Si", "C", "C", "C", "H", "H", "H", "H", "H", "H", "H", "H", "H", "H", "H", "H", "H", "H", "H", "H", "H", "H", "H", "H", "H", "H", "C", "C", "N", "C", "C", "C", "C", "C", "O", "C", "H", "H", "H", "H", "H", "H", "H", "H", "H", "H", "H", "H", "H", "H", "H", "H", "H", "H", "H", "H"],
  "positions_angstrom": [[0.41, -3.43, -0.88], [-0.04, -2.42, -2.38], [0.78, -0.73, -2.19], [0.68, -3.24, -3.91], [-1.93, -2.35, -2.69], [-2.54, -3.73, -2.57], [-2.01, -4.80, -2.41], [-3.89, -3.60, -2.63], [-4.27, -2.26, -2.28], [-5.05, -1.46, -3.70], [-2.96, -1.56, -1.85], [-3.00, 0.35, -1.87], [-1.87, 0.84, -0.43], [-4.66, 1.08, -1.42], [-2.38, 1.07, -3.49], [0.01, -3.03, 0.06], [0.11, -4.47, -0.98], [1.51, -3.40, -0.80], [0.23, 0.11, -2.60], [1.01, -0.53, -1.13], [1.74, -0.79, -2.72], [0.69, -4.33, -3.79], [0.08, -3.00, -4.79], [1.70, -2.90, -4.10], [-2.06, -2.07, -3.74], [-4.98, -2.36, -1.46], [-6.22, -2.09, -3.60], [-2.84, -1.80, -0.78], [-1.08, 0.11, -0.31], [-1.44, 1.84, -0.56], [-2.47, 0.84, 0.49], [-5.08, 0.62, -0.52], [-4.48, 2.14, -1.19], [-5.39, 1.03, -2.23], [-3.15, 1.66, -4.00], [-1.51, 1.70, -3.30], [-2.05, 0.28, -4.17], [3.29, 1.27, 0.50], [3.44, 1.16, 2.00], [2.95, 2.35, 2.80], [3.75, 3.55, 2.41], [3.25, 2.13, 4.27], [2.56, 0.98, 4.99], [1.50, 2.72, 2.53], [0.42, 1.67, 2.70], [0.62, 0.60, 1.82], [0.19, -0.68, 2.28], [3.88, 2.09, 0.08], [3.68, 0.35, 0.06], [2.26, 1.37, 0.19], [4.50, 1.07, 2.27], [2.92, 0.29, 2.37], [4.81, 3.32, 2.55], [3.47, 4.39, 3.03], [3.56, 3.79, 1.37], [3.02, 3.07, 4.76], [4.33, 1.99, 4.30], [1.56, 1.24, 5.32], [3.14, 0.76, 5.88], [2.51, 0.07, 4.40], [1.48, 3.08, 1.50], [1.29, 3.56, 3.19], [-0.52, 2.20, 2.45], [0.32, 1.33, 3.73], [-0.48, -0.60, 3.14], [1.06, -1.29, 2.55], [-0.34, -1.17, 1.47]]
}

=====

{
  "formula": "C4H6N2",
  "method": "wB97M-V/def2-TZVPD",
  "e_above_lowest_kj_mol": 405.1,
  "homo_ev": -8.342,
  "orbital_gap_ev": 9.13,
  "species": ["C", "C", "C", "N", "C", "N", "H", "H", "H", "H", "H", "H"],
  "positions_angstrom": [[1.14, -1.26, 0.85], [0.55, -0.39, -0.10], [-0.83, -0.22, 0.23], [-1.11, 1.04, -0.37], [-0.03, 1.34, -1.13], [0.98, 0.50, -1.05], [-0.38, -1.00, 1.32], [1.25, -0.84, 1.85], [1.96, -1.93, 0.59], [-1.54, -1.01, -0.03], [-2.00, 1.50, -0.43], [0.00, 2.26, -1.72]]
}

=====

{
  "formula": "C5H9NO",
  "method": "wB97M-V/def2-TZVPD",
  "e_above_lowest_kj_mol": 197.5,
  "homo_ev": -9.328,
  "orbital_gap_ev": 10.13,
  "species": ["C", "C", "C", "C", "N", "C", "O", "H", "H", "H", "H", "H", "H", "H", "H", "H"],
  "positions_angstrom": [[0.50, 2.25, -0.27], [-2.30, -0.67, 0.32], [1.67, -1.13, -0.65], [-0.49, 1.22, -0.06], [1.37, -1.56, 0.59], [-1.31, 0.36, 0.12], [2.51, -0.30, -0.89], [1.79, -1.10, 1.38], [0.57, -2.15, 0.76], [1.09, -1.64, -1.43], [0.67, 2.81, 0.65], [1.44, 1.80, -0.59], [0.17, 2.94, -1.05], [-3.30, -0.26, 0.23], [-2.19, -1.11, 1.32], [-2.18, -1.46, -0.42]]
}

=====

{
  "formula": "C3H6BrN2O",
  "method": "wB97M-V/def2-TZVPD",
  "total_charge": 1,
  "e_above_lowest_kj_mol": 142.6,
  "homo_ev": -14.956,
  "orbital_gap_ev": 9.72,
  "species": ["C", "C", "C", "N", "N", "O", "Br", "H", "H", "H", "H", "H", "H"],
  "positions_angstrom": [[-3.30, 0.90, -0.47], [0.37, -0.77, -0.91], [-0.58, 0.69, 0.88], [-1.82, -0.03, -1.03], [-0.80, -0.04, -0.38], [-3.15, 2.05, -0.39], [-4.46, -0.40, 0.11], [0.81, -0.12, -1.68], [-0.20, -1.74, -1.28], [0.92, -1.02, -0.08], [0.37, 0.23, 1.35], [-1.47, 0.46, 1.50], [-0.39, 1.81, 0.69]]
}

=====

{
  "formula": "H40O20",
  "method": "wB97M-V/def2-TZVPD",
  "e_above_lowest_kj_mol": 532.8,
  "homo_ev": -10.135,
  "orbital_gap_ev": 9.37,
  "species": ["O", "H", "H", "O", "H", "H", "O", "H", "H", "O", "H", "H", "O", "H", "H", "O", "H", "H", "O", "H", "H", "O", "H", "H", "O", "H", "H", "O", "H", "H", "O", "H", "H", "O", "H", "H", "O", "H", "H", "O", "H", "H", "O", "H", "H", "O", "H", "H", "O", "H", "H", "O", "H", "H", "O", "H", "H", "O", "H", "H"],
  "positions_angstrom": [[1.78, 3.04, 3.66], [1.17, 2.82, 2.96], [1.50, 2.36, 4.30], [3.26, 1.85, -3.85], [3.91, 1.35, -3.37], [2.53, 1.54, -4.36], [-1.35, -3.47, -0.59], [-1.77, -3.23, -1.41], [-0.87, -4.32, -0.66], [2.57, -2.54, -1.09], [2.85, -2.78, -1.95], [2.21, -3.40, -0.89], [-2.51, -1.76, 2.50], [-2.16, -2.01, 1.60], [-1.76, -1.31, 2.82], [4.40, -0.73, 1.11], [3.59, -1.29, 1.20], [4.34, -0.43, 0.21], [0.48, -1.04, 0.60], [0.46, -1.56, -0.19], [-0.25, -0.32, 0.46], [-1.58, -1.72, -4.93], [-1.68, -1.21, -5.77], [-1.19, -2.49, -5.37], [0.56, 2.24, -0.45], [1.53, 2.06, -0.37], [0.01, 2.39, 0.35], [-1.98, 4.96, -0.45], [-1.59, 4.29, -1.08], [-1.42, 5.75, -0.57], [-3.59, -0.12, -1.87], [-3.68, -0.29, -0.92], [-2.91, -0.86, -2.00], [-3.27, 2.65, -3.57], [-3.60, 1.96, -3.07], [-2.85, 2.51, -4.37], [3.28, 2.47, -0.81], [3.74, 3.34, -0.88], [3.25, 2.21, -1.76], [-2.70, 3.55, 1.77], [-2.51, 4.46, 2.07], [-3.34, 3.94, 1.08], [-0.16, -0.04, 3.97], [-0.68, -0.27, 4.73], [0.55, -0.71, 3.69], [1.93, -1.25, 2.79], [1.35, -2.02, 2.87], [1.54, -0.91, 1.97], [0.16, 2.01, -3.46], [0.71, 1.63, -2.78], [-0.76, 1.77, -3.27], [-0.71, -5.33, 1.62], [0.03, -5.80, 1.99], [-0.27, -4.54, 1.35], [-3.90, -3.75, 0.41], [-4.58, -3.74, 1.05], [-3.13, -4.31, 0.61], [2.84, 0.71, 4.44], [3.35, 0.08, 3.95], [2.87, 1.59, 4.00]]
}

=====

{
  "formula": "C44H42F8NO5PS2",
  "method": "wB97M-V/def2-TZVPD",
  "homo_ev": -8.771,
  "orbital_gap_ev": 9.28,
  "species": ["C", "P", "O", "N", "S", "C", "O", "O", "S", "O", "O", "F", "H", "H", "H", "H", "H", "H", "H", "F", "C", "C", "C", "C", "C", "C", "H", "H", "H", "H", "H", "F", "C", "C", "C", "C", "C", "C", "H", "H", "H", "H", "H", "F", "C", "C", "C", "C", "C", "C", "H", "H", "H", "H", "H", "F", "C", "C", "C", "C", "C", "C", "H", "H", "H", "H", "H", "F", "C", "C", "C", "C", "C", "C", "H", "H", "H", "H", "H", "F", "C", "C", "C", "C", "C", "C", "H", "H", "H", "H", "H", "F", "C", "C", "C", "C", "C", "C", "H", "H", "H", "H", "H"],
  "positions_angstrom": [[-1.28, -1.42, -0.74], [0.35, -1.48, -1.55], [1.20, -2.47, -0.54], [1.11, 0.11, -1.13], [1.48, 0.46, 0.54], [3.05, -0.24, 0.90], [0.50, -0.21, 1.35], [1.57, 1.88, 0.66], [2.39, 0.39, -2.17], [1.92, 0.24, -3.51], [3.10, 1.54, -1.72], [3.31, -0.85, -1.88], [-2.03, -1.35, -1.54], [-1.45, -0.61, -0.04], [-1.40, -2.39, -0.26], [1.35, -3.30, -0.99], [3.85, 0.29, 0.39], [3.04, -1.31, 0.70], [3.15, -0.09, 1.97], [-1.37, -0.77, -5.60], [-1.50, 0.55, -5.85], [-0.66, 1.43, -5.22], [-0.81, 2.79, -5.48], [-1.78, 3.23, -6.36], [-2.62, 2.32, -6.99], [-2.48, 0.96, -6.73], [0.09, 1.07, -4.53], [-0.15, 3.50, -5.00], [-1.90, 4.29, -6.56], [-3.39, 2.66, -7.67], [-3.12, 0.23, -7.21], [1.18, -5.20, -1.41], [0.55, -6.18, -0.69], [1.31, -7.03, 0.07], [0.66, -8.01, 0.81], [-0.72, -8.12, 0.76], [-1.46, -7.24, -0.02], [-0.82, -6.25, -0.76], [2.39, -6.93, 0.09], [1.24, -8.69, 1.42], [-1.22, -8.89, 1.33], [-2.54, -7.33, -0.06], [-1.38, -5.55, -1.37], [-2.65, -3.55, 1.15], [-2.42, -3.63, 2.48], [-3.49, -3.53, 3.34], [-3.25, -3.61, 4.71], [-1.96, -3.79, 5.18], [-0.90, -3.89, 4.28], [-1.12, -3.81, 2.92], [-4.49, -3.38, 2.95], [-4.07, -3.54, 5.40], [-1.77, -3.85, 6.24], [0.11, -4.02, 4.65], [-0.32, -3.89, 2.20], [-3.31, 0.76, 6.44], [-2.42, 1.24, 5.54], [-1.59, 2.27, 5.91], [-0.68, 2.75, 4.98], [-0.62, 2.20, 3.71], [-1.48, 1.16, 3.36], [-2.39, 0.67, 4.28], [-1.65, 2.69, 6.91], [-0.01, 3.55, 5.26], [0.09, 2.57, 2.98], [-1.43, 0.74, 2.37], [-3.06, -0.14, 4.04], [0.48, 4.58, 7.30], [1.78, 4.75, 7.66], [2.66, 5.27, 6.73], [3.98, 5.44, 7.11], [4.40, 5.07, 8.38], [3.49, 4.55, 9.29], [2.16, 4.38, 8.93], [2.31, 5.54, 5.75], [4.69, 5.85, 6.40], [5.44, 5.20, 8.67], [3.82, 4.26, 10.28], [1.43, 3.97, 9.62], [6.19, -0.92, 0.46], [6.93, -0.50, -0.59], [7.82, 0.54, -0.41], [8.57, 0.97, -1.49], [8.41, 0.36, -2.73], [7.50, -0.68, -2.89], [6.75, -1.12, -1.81], [7.92, 1.00, 0.57], [9.28, 1.77, -1.37], [9.00, 0.70, -3.58], [7.38, -1.15, -3.86], [6.04, -1.93, -1.91], [-5.18, 4.80, -7.40], [-6.28, 4.07, -7.66], [-7.01, 4.35, -8.80], [-8.14, 3.58, -9.06], [-8.52, 2.57, -8.19], [-7.77, 2.32, -7.06], [-6.63, 3.07, -6.78], [-6.70, 5.14, -9.46], [-8.72, 3.78, -9.95], [-9.41, 1.98, -8.40], [-8.07, 1.53, -6.37], [-6.03, 2.88, -5.91]]
}

=====

{
  "formula": "CsF2LiP",
  "method": "wB97M-V/def2-TZVPD",
  "e_above_lowest_kj_mol": 0.0,
  "homo_ev": [-7.483, -7.120],
  "orbital_gap_ev": [6.24, 5.93],
  "spin_multiplicity": 2,
  "s_squared": 0.753,
  "species": ["Cs", "Li", "P", "F", "F"],
  "positions_angstrom": [[1.77, -1.82, 2.23], [-1.41, 3.63, -0.75], [-0.64, 1.28, -0.49], [2.27, -3.50, 0.06], [-1.99, 0.41, -1.05]]
}

=====

{
  "formula": "C25H24N4O4",
  "method": "wB97M-V/def2-TZVPD",
  "e_above_lowest_kj_mol": 133.9,
  "homo_ev": -8.690,
  "orbital_gap_ev": 8.07,
  "species": ["C", "H", "H", "C", "H", "C", "C", "C", "C", "C", "C", "C", "O", "H", "H", "C", "C", "C", "O", "C", "O", "N", "C", "C", "H", "H", "C", "N", "C", "N", "C", "C", "H", "H", "H", "H", "H", "H", "H", "C", "C", "C", "C", "N", "C", "C", "H", "H", "H", "H", "H", "O", "H", "H", "H", "H", "H"],
  "positions_angstrom": [[3.45, 4.12, -0.49], [2.54, 3.75, -0.03], [3.20, 4.66, -1.40], [4.39, 2.97, -0.80], [5.32, 3.35, -1.24], [3.73, 1.89, -1.69], [3.51, 0.78, -0.71], [2.82, -0.40, -0.81], [2.78, -1.26, 0.29], [3.48, -0.93, 1.45], [4.18, 0.26, 1.57], [4.17, 1.12, 0.48], [4.76, 2.32, 0.43], [4.70, 0.52, 2.47], [3.45, -1.61, 2.29], [1.94, -2.46, 0.32], [0.67, -2.53, -0.21], [-0.19, -3.63, 0.10], [0.13, -4.66, 0.70], [-1.58, -3.25, -0.37], [-2.61, -3.88, -0.29], [-1.46, -2.01, -0.92], [-2.58, -1.31, -1.49], [-3.28, -0.42, -0.46], [-2.54, 0.18, 0.08], [-3.79, -1.05, 0.27], [-4.29, 0.53, -1.12], [-4.81, 1.47, -0.16], [-6.04, 1.47, 0.42], [-6.17, 2.44, 1.27], [-4.99, 3.11, 1.27], [-4.13, 2.52, 0.39], [-3.12, 2.75, 0.11], [-4.84, 3.96, 1.89], [-6.79, 0.75, 0.17], [-3.79, 1.08, -1.92], [-5.12, -0.04, -1.54], [-2.22, -0.70, -2.33], [-3.28, -2.05, -1.87], [-0.11, -1.48, -0.96], [-0.02, -0.09, -0.39], [0.00, 0.13, 0.98], [0.10, 1.44, 1.44], [0.16, 2.49, 0.64], [0.10, 2.28, -0.66], [0.01, 1.02, -1.23], [-0.01, 0.90, -2.30], [0.13, 3.17, -1.28], [0.14, 1.65, 2.50], [-0.05, -0.69, 1.68], [0.20, -1.44, -2.02], [2.42, -3.47, 1.02], [1.72, -4.19, 1.07], [2.36, -0.69, -1.75], [2.79, 2.25, -2.11], [4.38, 1.57, -2.50], [3.93, 4.81, 0.21]]
}

=====

{
  "formula": "C26H32NO3S",
  "method": "wB97M-V/def2-TZVPD",
  "total_charge": 1,
  "e_above_lowest_kj_mol": 6.3,
  "homo_ev": -12.104,
  "orbital_gap_ev": 8.91,
  "species": ["C", "C", "C", "S", "C", "N", "C", "H", "H", "C", "O", "C", "C", "C", "C", "C", "C", "H", "H", "H", "H", "H", "H", "C", "H", "H", "C", "H", "H", "O", "C", "O", "C", "H", "H", "C", "C", "C", "C", "C", "C", "C", "C", "H", "H", "C", "H", "H", "H", "H", "H", "C", "H", "H", "H", "H", "H", "H", "H", "H", "H", "H", "H"],
  "positions_angstrom": [[-2.75, 1.49, 2.48], [-2.08, 2.02, 1.26], [-2.54, 1.93, -0.02], [-1.42, 2.65, -1.13], [-0.41, 3.06, 0.16], [-0.87, 2.68, 1.34], [-0.04, 2.74, 2.50], [-0.58, 2.39, 3.38], [0.31, 3.77, 2.67], [1.22, 1.86, 2.23], [1.44, 1.52, 1.10], [2.05, 1.52, 3.38], [3.08, 0.58, 3.17], [3.91, 0.21, 4.21], [3.73, 0.77, 5.47], [2.73, 1.70, 5.68], [1.89, 2.07, 4.65], [1.12, 2.81, 4.84], [2.60, 2.14, 6.66], [4.38, 0.48, 6.28], [4.69, -0.51, 4.04], [3.20, 0.16, 2.18], [0.52, 3.59, 0.04], [-3.80, 1.31, -0.50], [-3.79, 0.23, -0.28], [-4.66, 1.74, 0.01], [-3.98, 1.48, -2.01], [-4.85, 0.90, -2.34], [-4.11, 2.53, -2.27], [-2.83, 1.05, -2.72], [-2.65, -0.29, -2.82], [-3.41, -1.07, -2.31], [-1.43, -0.62, -3.62], [-1.02, 0.31, -4.03], [-1.72, -1.27, -4.44], [-0.34, -1.33, -2.78], [-0.04, -0.53, -1.51], [1.05, -1.22, -0.70], [0.57, -2.62, -0.30], [0.29, -3.43, -1.57], [1.56, -3.54, -2.41], [2.03, -2.14, -2.80], [2.32, -1.33, -1.53], [3.11, -1.81, -0.95], [2.67, -0.33, -1.80], [0.94, -1.44, -3.61], [0.74, -2.01, -4.52], [1.28, -0.45, -3.90], [2.94, -2.21, -3.40], [2.34, -4.04, -1.83], [1.37, -4.13, -3.30], [-0.80, -2.74, -2.39], [-1.01, -3.32, -3.29], [-1.73, -2.69, -1.81], [-0.05, -4.43, -1.29], [1.34, -3.12, 0.29], [-0.33, -2.56, 0.30], [1.25, -0.63, 0.20], [0.29, 0.48, -1.78], [-0.95, -0.45, -0.90], [-2.90, 2.28, 3.22], [-3.72, 1.08, 2.22], [-2.16, 0.69, 2.93]]
}

=====

| no. | electronic energy (eV) |
| --- | --- |
| 1 | -247363.082 |
| 2 | -12890.009 |
| 3 | -53565.734 |
| 4 | -7221.392 |
| 5 | -8867.165 |
| 6 | -78268.003 |
| 7 | -41597.503 |
| 8 | -110735.664 |
| 9 | -15475.093 |
| 10 | -40465.578 |
| 11 | -45945.109 |